No. 1
Entry from OMol25: a cluster of 2 separate species, C3H11N2 in total (ωB97M-V/def2-TZVPD).

Positions of all 16 atoms, in Å:
1 C -1.99287 -2.33132 -1.53786
2 N -1.01634 -1.55281 -1.56237
3 H -2.78114 -2.35821 -0.78565
4 H -1.87320 -3.20983 -2.25314
5 H -0.31029 -1.86958 -2.26265
6 H -0.65321 0.17011 0.00951
7 C 1.65321 1.74880 0.30788
8 C 0.49030 1.38988 1.27605
9 N -0.09747 0.07870 0.86560
10 H 1.48055 1.59630 -0.75610
11 H 1.97705 2.77155 0.48109
12 H 2.49327 1.17091 0.67745
13 H 0.91979 1.31161 2.26575
14 H -0.28588 2.13261 1.19754
15 H 0.64383 -0.56210 0.55471
16 H -0.64761 -0.48661 1.52219

Atoms 1-6, force components in eV/Å:
0.8 0.4 1.1
-1.3 -3.1 -2.0
-0.5 0.1 -0.1
-0.4 0.5 0.2
1.1 1.6 0.4
-0.2 0.6 0.3

E_HOMO (spin up / spin down) = -20.19 / -20.19 eV
max |F| = 3.9 eV Å⁻¹
2S+1 = 2
total energy = -229.6011 a.u.
orbital gap (spin up / spin down) = 10.1 / 5.5 eV
net charge = +2

Atom charges from the Löwdin analysis, given in e for atoms 1 to 5:
1. C 0.17
2. N 0.30
3. H 0.16
4. H 0.21
5. H 0.19

---

No. 2
Entry from OMol25: a cluster of 2 separate species, C3H11N2O in total (ωB97M-V/def2-TZVPD).

Positions of all 17 atoms, in Å:
1 C -0.38001 1.36891 1.49332
2 C 0.58221 1.87615 0.44573
3 N -0.21824 1.84157 -0.84115
4 H -0.72810 0.36685 1.17117
5 H 0.00558 1.34416 2.54229
6 H -1.24125 2.04004 1.46432
7 H 0.80039 2.93029 0.64013
8 H 1.52694 1.30104 0.40301
9 H 0.26856 2.27043 -1.59775
10 H -0.51582 0.89326 -1.05184
11 N 0.72404 -2.65330 -1.11799
12 C -0.32896 -2.10913 -0.22551
13 O -0.49178 -0.75560 -0.44028
14 H 0.55699 -3.64438 -1.37260
15 H 0.68811 -2.06852 -1.95723
16 H -1.28473 -2.67074 -0.36729
17 H 0.03606 -2.33104 0.81166

Atoms 1-6, force components in eV/Å:
0.0 -0.4 0.7
-0.8 0.0 -1.4
0.1 0.7 1.5
0.3 0.5 0.4
-0.1 0.0 -0.6
-0.1 0.1 0.1

E_HOMO (spin up / spin down) = 4.89 / -0.05 eV
max |F| = 2.7 eV Å⁻¹
2S+1 = 2
total energy = -305.4519 a.u.
orbital gap (spin up / spin down) = 2.2 / 7.0 eV
net charge = -2

Atom charges from the Löwdin analysis, given in e for atoms 1 to 5:
1. C -0.31
2. C -0.67
3. N -0.06
4. H 0.03
5. H -0.01

---

No. 3
Entry from OMol25: a cluster of 2 separate species, C3H11N2O in total (ωB97M-V/def2-TZVPD).

Positions of all 17 atoms, in Å:
1 C -1.28715 -0.88780 1.27772
2 C -0.26501 0.10771 0.78945
3 C -0.50680 1.19800 0.02686
4 N -1.59013 1.39198 -0.80882
5 N 1.14234 -0.34654 0.86959
6 H -0.95244 -1.87276 0.88380
7 H -2.29396 -0.59745 1.00909
8 H -1.13549 -1.04535 2.35454
9 H 0.26466 1.95245 -0.08362
10 H -2.38085 0.78747 -0.69275
11 H -1.63136 2.20763 -1.37911
12 H 1.20531 -1.21864 1.48420
13 H 1.73795 0.36589 1.31385
14 H 1.53016 -0.66423 -0.05436
15 H 1.35545 -0.52282 -2.70045
16 H 2.83951 -0.44822 -2.33399
17 O 1.96779 -0.40733 -1.95599

Atoms 1-6, force components in eV/Å:
1.9 -0.7 -0.3
-0.8 0.7 -0.4
0.6 -0.6 -0.6
0.1 -0.2 1.1
-0.3 -0.7 0.9
-0.9 0.2 -0.2

E_HOMO (spin up / spin down) = -2.99 / -8.11 eV
max |F| = 2.1 eV Å⁻¹
2S+1 = 2
total energy = -305.4953 a.u.
orbital gap (spin up / spin down) = 3.7 / 8.6 eV
net charge = 0

Atom charges from the Löwdin analysis, given in e for atoms 1 to 5:
1. C -0.10
2. C -0.41
3. C -0.19
4. N 0.07
5. N 0.08

---

No. 4
Entry from OMol25: a cluster of 2 separate species, C3H11N2O in total (ωB97M-V/def2-TZVPD).

Positions of all 17 atoms, in Å:
1 C 0.89119 -2.08321 0.39613
2 C 0.74145 -1.22611 -0.81654
3 N -0.23999 2.34432 -0.84054
4 C -0.02089 1.09447 -1.21909
5 N 0.47252 0.20109 -0.42692
6 H 1.77435 -1.93475 0.99794
7 H 0.04417 -2.06458 1.07349
8 H 0.90842 -3.12857 0.12066
9 H 1.62928 -1.22378 -1.44489
10 H -0.07983 -1.53450 -1.44854
11 H -0.29223 2.52442 0.15901
12 H -0.77916 2.95765 -1.43158
13 H -0.16874 0.81759 -2.26205
14 H 0.87560 0.50778 0.44339
15 H -2.27819 0.72336 2.90233
16 H -1.94555 1.08697 1.46717
17 O -1.53240 0.93786 2.33003

Atoms 1-6, force components in eV/Å:
-0.4 -1.0 0.6
0.2 1.0 -0.3
-0.5 -0.3 0.3
0.3 0.3 -0.3
0.4 -0.8 -0.3
0.4 0.4 -0.1

E_HOMO = -15.20 eV
max |F| = 1.2 eV Å⁻¹
2S+1 = 1
total energy = -305.4223 a.u.
orbital gap = 11.5 eV
net charge = +1

Atom charges from the Löwdin analysis, given in e for atoms 1 to 5:
1. C -0.08
2. C -0.18
3. N 0.19
4. C -0.14
5. N 0.08

---

No. 5
Entry from OMol25: a cluster of 2 separate species, C3H11N2O in total (ωB97M-V/def2-TZVPD).

Positions of all 17 atoms, in Å:
1 N -1.45366 -1.01222 1.10972
2 C -2.18852 0.19905 0.85227
3 O -1.37191 1.36589 0.45086
4 H -1.18282 -1.50496 0.24429
5 H -0.60149 -0.81702 1.61034
6 H -2.92008 0.06703 -0.02966
7 H -2.73864 0.49199 1.74239
8 H -1.18703 1.85116 1.27412
9 C 1.55423 -0.56841 -0.52034
10 C 2.85691 -0.28757 -0.69234
11 N 0.51572 0.31890 -1.05423
12 H 1.18547 -1.45507 0.03493
13 H 3.62476 -0.95416 -0.33929
14 H 3.19310 0.62888 -1.15020
15 H 0.90140 1.19693 -1.42830
16 H -0.00708 -0.10649 -1.80838
17 H -0.18033 0.58605 -0.29618

Atoms 1-6, force components in eV/Å:
0.2 0.2 -1.4
-1.2 0.0 -1.4
-0.1 -0.5 0.9
-0.5 0.2 0.7
0.1 -0.1 0.6
1.1 0.0 1.6

E_HOMO = -14.26 eV
max |F| = 1.9 eV Å⁻¹
2S+1 = 1
total energy = -305.3669 a.u.
orbital gap = 10.9 eV
net charge = +1

Atom charges from the Löwdin analysis, given in e for atoms 1 to 5:
1. N 0.03
2. C -0.27
3. O -0.11
4. H 0.08
5. H 0.07

---

No. 6
Entry from OMol25: a cluster of 2 separate species, C3H11N2O in total (ωB97M-V/def2-TZVPD).

Positions of all 17 atoms, in Å:
1 C 2.15607 0.90643 1.41275
2 C 1.39841 0.52498 0.17373
3 O 0.22820 0.01890 0.00656
4 N 2.17729 0.77861 -1.01716
5 H 1.84451 1.90360 1.74594
6 H 3.26840 0.88686 1.53562
7 H 1.81682 0.63840 -2.00654
8 H 3.07115 1.15824 -0.88344
9 H 1.79969 0.02438 1.93275
10 C -2.33968 -1.28320 -1.07121
11 N -2.21158 -0.39543 0.25977
12 H -2.34736 -0.88796 1.10191
13 H -1.10141 -0.21136 0.38285
14 H -2.55768 0.57422 0.28950
15 H -1.51269 -0.99157 -1.81230
16 H -3.43420 -1.22677 -1.37255
17 H -2.25595 -2.41834 -0.67819

Atoms 1-6, force components in eV/Å:
-0.6 -0.9 0.5
1.0 0.4 -6.0
4.0 1.6 1.1
-3.9 -1.4 1.1
-0.5 -0.6 0.4
-0.9 -0.1 -1.3

E_HOMO = -14.42 eV
max |F| = 6.1 eV Å⁻¹
2S+1 = 1
total energy = -305.3857 a.u.
orbital gap = 11.5 eV
net charge = +1

Atom charges from the Löwdin analysis, given in e for atoms 1 to 5:
1. C 0.00
2. C -0.39
3. O -0.04
4. N 0.16
5. H 0.11